# C7H8O

The molecule C7H8O at a distorted geometry (ωB97M-V with the def2-TZVPD basis set, OMol25).

Each line ends with the natural charge from an NBO analysis.
Atoms and positions in Å:
C (-2.55, -0.25, -0.25)  -0.457
C (-1.23, 0.08, -0.04)  0.018
C (-0.46, 1.47, 0.19)  -0.489
C (1.03, 1.51, 0.03)  -0.172
C (1.76, 0.48, -0.25)  -0.223
C (0.98, -0.70, -0.58)  -0.021
C (-0.01, -0.85, 0.52)  0.075
H (-3.02, -1.15, 0.33)  0.227
H (-3.27, 0.41, -0.91)  0.207
H (-1.01, 2.11, -0.49)  0.241
H (-0.66, 1.84, 1.29)  0.231
H (1.17, 2.49, 0.45)  0.220
H (2.86, 0.31, -0.19)  0.224
H (0.59, -0.80, -1.56)  0.199
H (0.17, -0.44, 1.49)  0.153
O (0.76, -1.90, 0.23)  -0.433

- SMILES: C=C1CC=C[C@H]2O[C@H]12
- HOMO level: -8.80 eV
- Max |F|: 4.88 eV Å⁻¹
- Lowest unoccupied orbital energy: 0.0299 Eh
- Energy relative to the best compared isomer or geometry (same formula, charge and spin): 150.0 kcal per mole
- E_tot: -9429.7356 eV
- Kohn-Sham gap: 9.62 eV